(1)
This record from OMol25 describes a 15-piece molecular cluster, C42H123N9O15 overall at a distorted geometry. The level of theory is wB97M-V/def2-TZVPD.

The geometry in ORCA input format:
```
! wB97M-V def2-TZVPD RIJCOSX def2/J DEFGRID3
* xyz 0 1
O 1.151 0.149 0.255
O 1.950 10.086 -0.307
O 0.564 -7.080 5.482
O -3.351 -1.347 7.154
O -0.170 -4.099 -6.559
O 3.509 -0.078 -8.847
O 5.571 -3.464 -6.686
O -7.797 -0.318 -6.294
O 3.696 2.634 6.984
O -4.153 -6.388 -0.433
O 5.455 0.103 2.678
O 7.713 4.384 -2.348
O -2.208 4.972 -5.414
O 5.623 -8.651 -1.360
O -5.238 3.865 1.502
N 8.971 3.877 1.128
N -0.688 -2.217 -1.898
N -11.133 0.874 -7.471
N -5.775 5.492 4.837
N 8.267 -7.106 0.680
N -3.314 2.369 -7.792
N -1.539 11.165 -0.134
N 2.277 -9.242 8.029
N -3.944 -4.062 4.740
C -4.028 4.626 -7.940
C 2.818 9.111 0.311
C 7.125 -5.765 -0.986
C -5.084 5.334 3.527
C -3.421 -2.683 6.669
C 5.417 3.606 8.114
C -2.865 -8.377 -0.199
C 2.974 4.375 8.337
C 1.522 -6.319 4.827
C -9.878 0.156 -7.618
C 1.353 -1.035 -2.323
C 4.083 3.870 7.408
C 7.121 -7.037 -0.144
C 1.015 -7.613 6.695
C 8.873 4.582 -0.223
C 10.295 4.888 -0.696
C -5.947 2.841 0.849
C 8.019 3.618 -1.144
C -2.999 3.696 -7.345
C 2.171 -8.758 6.641
C 6.924 -8.261 -1.002
C 0.439 -1.602 -1.206
C 6.745 3.726 -3.208
C -3.517 5.352 3.704
C -9.002 0.431 -6.391
C -7.921 -1.605 -5.799
C -5.441 -2.184 4.999
C 4.895 -9.116 -0.247
C 1.003 1.472 0.688
C -5.559 4.041 2.879
C 0.508 12.397 -0.466
C -4.027 -2.749 5.259
C -4.188 -7.740 -0.707
C 1.795 -9.905 5.730
C -2.979 3.781 -5.777
C -4.310 -7.994 -2.190
C -0.818 4.634 -5.263
C -2.412 -0.573 6.399
C 0.622 9.945 0.083
C -9.225 0.415 -8.947
C -0.204 11.053 -0.639
C -0.037 -0.488 -0.285
H -7.024 2.963 0.957
H 7.219 -4.860 -0.386
H 2.338 -6.956 4.486
H 8.991 -7.489 0.089
H -6.088 -2.828 5.594
H 5.536 -4.373 -6.387
H -2.643 2.848 -5.325
H 7.955 -5.770 -1.692
H -6.641 4.169 2.888
H -2.924 5.341 2.790
H -5.653 4.696 5.446
H 0.463 10.095 1.151
H -4.004 4.055 -5.528
H 4.401 -8.283 0.253
H 3.060 -8.788 8.478
H -4.098 -3.208 7.343
H -3.965 5.565 -7.391
H 6.504 -3.285 -6.804
H -11.078 1.861 -7.676
H -0.093 13.200 -0.892
H 5.267 3.089 9.061
H 0.714 -4.429 -6.401
H 7.446 -8.134 -1.950
H -3.994 1.992 -7.149
H 7.459 -9.111 -0.579
H 5.842 3.545 -2.625
H -2.805 -0.292 5.422
H -5.667 1.874 1.268
H 3.870 9.359 0.165
H 5.813 -0.735 2.971
H 2.548 9.062 1.365
H 2.613 -10.614 5.861
H 10.154 5.424 -1.635
H 3.142 -8.391 6.307
H 1.342 -6.835 7.385
H -3.859 4.901 -8.981
H -2.957 -9.453 -0.053
H -3.283 -2.206 4.677
H 4.154 2.313 6.204
H 2.294 -0.643 -1.938
H -5.681 2.849 -0.208
H -9.692 0.200 -5.580
H -5.559 -1.167 5.374
H -4.103 -9.037 -2.430
H -1.981 3.805 -7.721
H -0.294 10.916 -1.717
H -6.954 -2.093 -5.924
H 4.949 -0.112 1.895
H 10.786 5.578 -0.011
H 8.102 3.408 1.339
H 4.227 4.563 6.578
H -5.756 -2.246 3.958
H -1.238 -2.795 -1.278
H -5.410 6.118 2.844
H -5.313 -7.629 -2.409
H -2.054 10.320 -0.335
H -5.453 3.146 3.492
H 1.855 -5.493 5.455
H 0.180 8.978 -0.158
H 0.318 2.018 0.039
H -2.271 0.370 6.927
H 0.085 -8.065 7.039
H -0.325 4.447 -6.217
H 8.284 5.488 -0.079
H 2.589 8.156 -0.163
H 6.246 -6.921 0.496
H -3.628 -7.355 -2.751
H -8.648 -0.492 -9.126
H -0.580 -0.879 0.576
H -0.611 0.242 -0.856
H 5.912 4.519 8.443
H 2.723 -10.147 8.081
H 0.877 -0.294 -2.965
H 7.187 3.191 -0.584
H -1.432 -1.051 6.399
H -8.662 -2.227 -6.301
H -5.036 4.217 -7.861
H 1.455 12.363 -1.005
H -8.235 -1.559 -4.756
H 6.128 3.019 7.531
H -3.741 2.527 -8.694
H 1.863 -9.665 4.669
H 5.468 -9.686 0.485
H -5.023 -8.215 -0.193
H -3.331 6.234 4.316
H 9.563 3.059 1.119
H -1.441 -1.616 -2.201
H 1.060 -5.895 3.935
H 8.671 2.785 -1.409
H 7.156 2.856 -3.721
H 6.348 4.396 -3.970
H 8.204 -7.917 1.278
H -0.608 3.808 -4.584
H 3.892 -0.742 -8.274
H -5.326 6.271 5.295
H 0.649 12.827 0.526
H -4.557 -4.583 5.350
H -11.819 0.464 -8.089
H -0.512 -3.901 -5.688
H 1.742 -1.867 -2.909
H 2.415 3.667 8.948
H 1.948 2.015 0.663
H 11.049 4.132 -0.917
H 3.440 5.023 9.079
H -8.698 1.356 -9.105
H -3.009 -4.402 4.916
H -4.197 -6.305 0.522
H 0.612 1.360 1.699
H 0.834 -10.370 5.949
H 6.251 -5.478 -1.569
H -2.561 -8.070 0.801
H -8.653 1.459 -6.300
H -2.478 -3.223 6.754
H -2.077 11.893 -0.581
H -2.098 -8.209 -0.955
H -9.959 0.401 -9.753
H 2.206 4.858 7.733
H -10.239 -0.870 -7.549
H -0.313 5.437 -4.727
H -3.156 4.559 4.359
H 2.597 -0.349 -8.953
H 4.168 -9.785 -0.708
H 1.037 -2.324 -0.648
*
```

For the energy relative to the best compared isomer or geometry (same formula, charge and spin), the calculation gives 539.6 kJ/mol.

These are the Mulliken partial charges, in e, on atoms 1 to 4: -0.26, -0.30, -0.28, -0.36

(2)
This record from OMol25 describes one molecule with the formula C5H5Br2N at a distorted geometry. The level of theory is wB97M-V/def2-TZVPD.

The geometry in ORCA input format:
```
! wB97M-V def2-TZVPD RIJCOSX def2/J DEFGRID3
* xyz 0 1
Br 1.191 -0.046 -3.290
Br -1.079 2.516 -2.334
N 0.021 -0.128 0.523
C 0.011 -0.841 1.750
C -0.778 0.966 0.149
C 0.667 -0.638 -0.563
C 0.370 0.155 -1.593
C -0.484 1.193 -1.193
H 0.637 -0.292 2.531
H 1.385 -1.503 -0.597
H -1.015 -0.996 2.168
H -1.509 1.416 0.897
H 0.583 -1.801 1.551
*
```

For the energy relative to the best compared isomer or geometry (same formula, charge and spin), the calculation gives 0.0 kJ/mol. Its SMILES is Cn1cc(Br)c(Br)c1.

These are the Mulliken partial charges, in e, on atoms 1 to 4: -0.16, -0.14, 0.19, -0.82

(3)
This record from OMol25 describes one molecule with the formula C8H7NOS at a distorted geometry. The level of theory is wB97M-V/def2-TZVPD.

The geometry in ORCA input format:
```
! wB97M-V def2-TZVPD RIJCOSX def2/J DEFGRID3
* xyz 0 1
S -1.162 1.737 -2.168
O 0.883 -0.892 1.288
N 2.634 2.278 -1.682
C -2.708 0.156 -0.894
C -0.493 0.775 -0.823
C 1.620 -0.195 0.407
C 1.491 -1.588 2.237
C -2.762 1.137 -1.883
C 0.900 0.729 -0.574
C -1.444 -0.050 -0.303
C 1.839 1.602 -1.206
H 2.208 -1.135 3.002
H -3.491 -0.317 -0.404
H 2.643 -0.245 0.567
H -3.692 1.388 -2.529
H 2.222 -2.440 1.840
H 0.625 -2.051 2.853
H -1.312 -0.889 0.271
*
```

For the energy relative to the best compared isomer or geometry (same formula, charge and spin), the calculation gives 325.5 kJ/mol. Its SMILES is CO/C=C(/C#N)c1cccs1.

These are the Mulliken partial charges, in e, on atoms 1 to 4: -0.12, -0.22, -0.47, -0.50

(4)
This record from OMol25 describes C24H34BiIN4O6SSi as an isolated structure at a distorted geometry. The level of theory is wB97M-V/def2-TZVPD.

The geometry in ORCA input format:
```
! wB97M-V def2-TZVPD RIJCOSX def2/J DEFGRID3
* xyz 0 1
Bi 0.361 -0.364 0.449
I 2.327 -3.670 5.618
S -0.247 -2.879 -1.458
Si 0.827 1.952 2.970
O 1.171 0.677 2.069
O -1.786 -0.759 2.203
O -1.064 -3.132 -0.288
O 2.391 0.039 -0.226
O 0.115 -4.007 -2.273
O 4.111 -0.447 -1.520
N 1.069 -1.973 1.960
N 1.065 -2.169 -0.833
N 0.620 2.127 -0.694
N 1.392 -3.184 1.541
C -1.475 -0.580 -4.565
C -0.988 2.515 2.748
C -1.937 -1.587 3.078
C 0.281 3.746 -4.014
C 1.797 -3.134 3.680
C -2.242 -1.175 4.493
C -2.427 0.251 -3.988
C -2.707 0.107 -2.631
C 0.217 3.557 -2.645
C 1.040 1.327 -2.931
C 0.735 2.737 -4.845
C -3.172 1.267 -4.798
C 1.843 -3.932 2.549
C 0.622 2.350 -2.085
C 1.984 3.401 2.518
C 3.011 -0.700 -1.094
C -2.058 -0.847 -1.870
C 1.303 -1.901 3.257
C -1.110 -1.664 -2.463
C -0.816 -1.536 -3.807
C -1.864 -3.061 2.818
C 1.100 1.515 4.820
C 2.250 -1.945 -1.604
C 1.104 1.521 -4.296
H 0.253 2.916 -0.173
H -1.189 -3.542 3.522
H 0.378 0.796 5.203
H 2.092 1.105 4.989
H -3.102 -0.509 4.501
H -2.853 -3.487 2.979
H 2.989 3.037 2.333
H -2.820 1.289 -5.826
H -0.010 4.697 -4.435
H 2.165 -4.947 2.434
H -1.559 -3.257 1.792
H 1.447 0.720 -4.933
H 1.015 2.403 5.439
H 1.659 3.922 1.622
H 2.041 4.135 3.315
H 2.940 -2.797 -1.546
H -2.300 -0.994 -0.829
H -0.093 -2.201 -4.253
H 1.332 0.388 -2.496
H -1.333 3.133 3.570
H 1.140 -0.989 3.792
H -1.647 1.655 2.675
H -1.403 -0.605 4.888
H 2.025 -1.790 -2.668
H -3.451 0.743 -2.173
H -3.050 2.259 -4.367
H -1.254 -0.485 -5.618
H -2.433 -2.024 5.139
H -0.120 4.366 -2.012
H -4.237 1.036 -4.805
H -1.116 3.094 1.836
H 1.294 -3.305 0.518
H 0.812 2.907 -5.908
H 1.543 1.889 -0.345
*
```

These are the Mulliken partial charges, in e, on atoms 1 to 4: 2.42, 0.09, 1.27, 0.66

(5)
This record from OMol25 describes an isolated ion of composition C3H6IN4 and charge +1 at a distorted geometry. The level of theory is wB97M-V/def2-TZVPD.

The geometry in ORCA input format:
```
! wB97M-V def2-TZVPD RIJCOSX def2/J DEFGRID3
* xyz 1 1
I -2.995 0.223 -0.002
N -0.121 -0.861 0.935
N -0.317 -3.004 -0.048
N -0.538 -1.171 -1.314
N -0.483 -2.461 -1.137
C -0.264 -2.174 1.034
C -0.509 -0.201 -0.272
C 0.174 1.077 -0.500
H -0.338 -0.323 1.875
H 0.005 1.677 0.445
H 1.212 0.885 -0.597
H -1.014 -1.127 -2.230
H -0.123 -2.588 2.003
H -0.280 1.625 -1.368
*
```

For the energy relative to the best compared isomer or geometry (same formula, charge and spin), the calculation gives 66.2 kJ/mol. Its SMILES is C[C@@]1(I)NN=NC=[NH+]1.

These are the Mulliken partial charges, in e, on atoms 1 to 4: 0.16, -0.04, -0.33, 0.31

(6)
This record from OMol25 describes C21H53AlBFN7O7 as an isolated structure. The level of theory is wB97M-V/def2-TZVPD.

The geometry in ORCA input format:
```
! wB97M-V def2-TZVPD RIJCOSX def2/J DEFGRID3
* xyz -1 1
Al -1.810 2.774 -2.078
F 0.580 6.370 -1.761
O 0.343 -10.904 5.314
O -3.521 3.316 -5.563
O -1.351 0.923 0.579
O -2.467 8.306 -1.330
O -1.719 -5.993 2.685
O 0.993 -1.847 5.182
O 3.226 3.453 -0.163
N -0.456 9.047 -2.009
N -1.209 -8.131 2.230
N 0.697 1.440 -0.522
N 0.918 -1.390 2.981
N -1.872 2.003 -6.289
N 4.548 5.210 -0.602
N 2.195 -11.860 4.489
C -0.074 -3.475 3.795
C -1.222 1.052 -7.146
C -2.254 10.673 -1.593
C 2.665 5.490 0.955
C -1.408 -7.423 4.577
C 0.504 10.041 -2.405
C -0.871 -9.495 2.552
C -1.465 -7.109 3.098
C -3.130 2.520 -6.390
C -0.716 5.198 -0.142
C 0.122 -13.177 4.613
C -4.003 2.026 -7.529
C 2.990 -12.920 3.914
C 3.489 4.624 0.033
C -0.655 5.534 -1.619
C -1.748 9.244 -1.633
C 0.592 -1.615 1.582
C 0.882 -11.889 4.840
C 4.985 6.580 -0.519
C 0.652 -2.171 4.050
C -0.625 4.376 -2.565
B -0.747 1.612 -0.523
H 2.191 6.307 0.409
H 1.401 -0.534 3.206
H -2.195 11.144 -2.575
H -0.939 4.707 -3.566
H 3.831 -13.187 4.557
H -0.425 -7.793 4.872
H -0.631 6.097 0.478
H -1.627 -6.503 5.110
H -0.005 -0.797 1.181
H -1.876 0.798 -7.978
H -1.405 2.309 -5.443
H -3.290 10.637 -1.270
H 0.051 11.030 -2.380
H -1.596 -10.202 2.140
H 0.042 -2.548 1.483
H 3.385 -12.642 2.934
H -1.685 4.724 0.054
H -0.845 -9.630 3.628
H 0.414 4.020 -2.650
H -0.151 8.076 -1.980
H 0.079 4.491 0.123
H 0.558 -14.003 5.175
H -1.872 1.491 1.152
H -1.055 -3.327 3.346
H 0.119 -13.457 3.558
H -1.675 11.281 -0.896
H 1.371 10.058 -1.738
H 0.487 -4.118 3.116
H -4.151 0.947 -7.475
H -0.985 0.122 -6.621
H -3.285 3.286 -1.583
H 1.227 1.821 0.255
H 4.336 7.126 0.161
H -3.565 2.256 -8.502
H -2.135 -8.189 4.851
H 0.869 9.870 -3.421
H -1.899 1.820 -3.426
H 2.640 -10.972 4.664
H 5.047 4.581 -1.211
H 3.274 5.908 1.758
H -0.293 1.444 -7.568
H 1.115 1.840 -1.354
H 4.938 7.082 -1.488
H -1.432 6.264 -1.872
H 0.118 -9.764 2.169
H 1.503 -1.688 0.984
H 6.007 6.663 -0.141
H 2.378 -13.807 3.784
H -0.898 -13.013 4.946
H -0.190 -3.974 4.753
H -1.260 -7.857 1.262
H 1.884 4.866 1.379
H -4.961 2.529 -7.435
*
```

For the energy relative to the best compared isomer or geometry (same formula, charge and spin), the calculation gives 0.0 kJ/mol.

These are the Mulliken partial charges, in e, on atoms 1 to 4: 0.36, -0.54, -0.63, -0.56

(7)
This record from OMol25 describes one molecule with the formula CN2O3S2 at a distorted geometry. The level of theory is wB97M-V/def2-TZVPD.

The geometry in ORCA input format:
```
! wB97M-V def2-TZVPD RIJCOSX def2/J DEFGRID3
* xyz 0 1
S 2.049 -0.777 0.619
S 0.700 -1.331 -0.752
O -2.864 -0.178 0.788
O -0.761 -0.980 0.171
O -1.967 0.505 -1.018
N 2.526 1.984 -0.049
N -2.004 -0.118 -0.023
C 2.320 0.894 0.263
*
```

For the energy relative to the best compared isomer or geometry (same formula, charge and spin), the calculation gives 26.6 kJ/mol. Its SMILES is N#CSSO[N+](=O)[O-].

These are the Mulliken partial charges, in e, on atoms 1 to 4: 0.01, 0.16, -0.46, -0.38

(8)
This record from OMol25 describes one molecule with the formula C4H7NS at a distorted geometry. The level of theory is wB97M-V/def2-TZVPD.

The geometry in ORCA input format:
```
! wB97M-V def2-TZVPD RIJCOSX def2/J DEFGRID3
* xyz 0 1
S 2.706 -0.542 -0.004
N 1.028 -1.179 -0.294
C -0.082 -0.537 -0.147
C 0.267 2.067 -0.249
C -0.355 0.832 0.199
C -1.227 -1.586 -0.084
H -0.900 -2.644 -0.405
H 1.217 2.213 -1.057
H -0.333 2.979 -0.008
H -1.451 -1.702 1.091
H 2.723 0.602 0.771
H -2.273 -1.323 -0.726
H -1.319 0.819 0.913
*
```

For the energy relative to the best compared isomer or geometry (same formula, charge and spin), the calculation gives 375.8 kJ/mol. Its SMILES is C=C/C(C)=N\S.

These are the Mulliken partial charges, in e, on atoms 1 to 4: -0.19, -0.47, 0.93, -0.60

Table of energy (a.u.), in record order: -3295.01962; -5396.27893; -837.10935; -2805.49692; -634.25757; -2109.25516; -1169.51576; -609.41536